1.
ORCA calculation (ωB97M-V/def2-TZVPD) on a 3-piece molecular cluster, C29H56F4N4O10PS5 overall at a distorted geometry.

```
109
Properties=species:S:1:pos:R:3:lowdin_charge:R:1
C 2.133 -1.534 5.719 -0.10
C 3.169 -1.381 4.598 -0.26
C 3.693 0.059 4.503 -0.21
C 2.932 0.842 3.439 -0.22
C 3.279 2.338 3.384 -0.19
C 3.318 2.916 1.971 -0.20
C 1.938 3.035 1.311 -0.19
C 1.461 1.698 0.732 -0.24
N 0.772 1.828 -0.566 -0.19
C 0.159 0.571 -1.062 -0.19
C 0.725 -0.717 -0.485 -0.19
C 0.215 -1.916 -1.295 -0.22
C 0.811 -2.036 -2.692 -0.22
C 0.449 -3.366 -3.362 -0.22
C 0.396 -3.327 -4.887 -0.22
C 1.772 -3.240 -5.551 -0.26
C 2.229 -1.822 -5.890 -0.10
C -0.228 2.837 -0.519 -1.06
S -0.364 3.973 -1.643 0.80
S -1.349 2.802 0.914 0.91
C -2.961 2.953 0.110 -0.48
C -4.051 3.083 1.173 -0.25
C -4.320 1.845 2.025 -0.17
N -4.430 0.556 1.282 0.06
C -5.590 -0.151 1.236 -0.41
N -6.808 0.331 1.062 -0.25
S -7.203 2.006 0.866 0.92
N -5.392 -1.521 1.339 -0.10
P -6.582 -2.540 0.440 0.87
O -5.928 -2.408 -1.018 -0.23
O -5.972 -3.921 0.941 -0.22
C -3.982 -1.628 0.874 -0.12
C -3.386 -0.463 1.642 -0.12
C -3.291 -0.667 3.168 -0.39
F -4.434 -0.269 3.802 0.13
F -2.267 0.123 3.634 0.11
C -2.993 -2.110 3.599 -0.27
F -1.817 -2.492 3.013 0.09
F -2.851 -2.129 4.957 0.10
H 1.601 -0.593 5.864 0.06
H 2.604 -1.825 6.655 0.07
H 1.389 -2.287 5.464 0.06
H 3.976 -2.097 4.703 0.08
H 2.668 -1.615 3.657 0.10
H 3.613 0.554 5.470 0.12
H 4.731 0.031 4.169 0.09
H 3.159 0.376 2.480 0.09
H 1.859 0.743 3.630 0.11
H 4.265 2.483 3.829 0.11
H 2.555 2.901 3.974 0.11
H 3.778 3.905 2.013 0.11
H 3.948 2.294 1.331 0.11
H 1.225 3.397 2.053 0.10
H 2.007 3.771 0.509 0.11
H 2.334 1.070 0.583 0.11
H 0.824 1.201 1.469 0.09
H -0.927 0.572 -0.911 0.10
H 0.307 0.559 -2.141 0.12
H 0.395 -0.838 0.547 0.11
H 1.813 -0.724 -0.527 0.12
H 0.491 -2.813 -0.734 0.12
H -0.869 -1.847 -1.375 0.10
H 0.454 -1.231 -3.332 0.10
H 1.896 -1.960 -2.604 0.12
H 1.189 -4.113 -3.068 0.11
H -0.516 -3.709 -2.971 0.10
H -0.089 -4.244 -5.219 0.10
H -0.231 -2.486 -5.192 0.11
H 1.736 -3.802 -6.485 0.10
H 2.517 -3.727 -4.921 0.10
H 1.753 -1.475 -6.804 0.07
H 3.308 -1.791 -6.038 0.07
H 1.988 -1.115 -5.099 0.06
H -3.114 2.095 -0.544 0.08
H -2.970 3.845 -0.513 0.05
H -3.742 3.856 1.878 0.12
H -4.955 3.450 0.693 0.07
H -5.227 1.998 2.603 0.10
H -3.490 1.743 2.712 0.11
H -7.565 -0.334 1.021 0.06
H -8.495 1.743 0.683 -0.10
H -5.183 -2.976 -1.226 0.07
H -5.139 -4.211 0.560 0.07
H -3.887 -1.326 -0.170 0.13
H -3.526 -2.605 0.973 0.13
H -2.420 -0.122 1.282 0.15
H -3.803 -2.794 3.339 0.17
C -2.026 3.698 -4.736 -0.19
C -2.339 4.747 -5.783 -0.15
O -1.775 4.203 -6.985 -0.18
S -1.894 2.613 -6.983 0.59
O -3.044 2.208 -7.705 -0.21
O -0.619 2.066 -7.268 -0.21
O -2.213 2.453 -5.423 -0.20
H -0.990 3.761 -4.401 0.09
H -2.691 3.739 -3.878 0.12
H -1.886 5.710 -5.571 0.14
H -3.415 4.871 -5.926 0.13
C 8.105 -2.186 0.873 -0.15
C 8.260 -0.911 1.677 -0.15
O 6.905 -0.533 1.978 -0.19
S 6.008 -1.834 2.178 0.58
O 5.921 -2.129 3.560 -0.22
O 4.846 -1.701 1.373 -0.22
O 7.019 -2.872 1.519 -0.18
H 7.823 -1.980 -0.161 0.13
H 8.990 -2.813 0.894 0.14
H 8.742 -0.112 1.123 0.14
H 8.792 -1.084 2.614 0.14
```

Calculated values
HOMO-LUMO gap = 7.8 eV
Energy = -4841.50667 a.u.
Total charge = +1
LUMO = -3.100 eV
HOMO = -10.884 eV
Molecular weight = 888.09 Da



2.
ORCA calculation (ωB97M-V/def2-TZVPD) on a 14-piece molecular cluster, C29H57BrCl26N3O5S overall at a distorted geometry.

```
122
Properties=species:S:1:pos:R:3:lowdin_charge:R:1
C 3.480 -1.172 5.032 -0.18
C 2.147 -2.058 5.015 -0.49
S 0.673 -1.178 4.319 0.88
C 1.210 0.335 3.397 -0.38
N 0.234 0.827 2.330 -0.16
C -1.177 0.525 2.777 -0.09
C -2.331 1.355 2.039 -0.13
O -3.566 1.052 2.760 -0.10
C -4.569 0.569 1.873 -0.41
C -4.989 -0.951 2.038 0.01
O -5.033 1.341 1.027 0.07
C 0.527 2.321 2.290 -0.23
O -0.095 3.047 3.375 -0.06
N 0.856 3.911 3.869 -0.01
O 0.320 4.854 4.332 0.13
C 0.327 2.977 0.857 -0.11
O 1.187 2.464 -0.175 -0.16
C 1.615 1.083 0.101 -0.22
C 3.120 1.165 0.561 -0.10
C 4.068 1.249 -0.759 -0.27
N 3.791 2.454 -1.595 -0.04
C 0.555 0.247 0.949 -0.13
C 0.665 -1.344 0.912 -0.19
C 2.083 -2.035 1.040 -0.64
C 2.936 -2.119 -0.336 -0.24
Br 1.705 -3.966 1.503 0.66
H 3.253 -0.222 5.616 0.09
H 4.311 -1.775 5.534 0.09
H 3.784 -0.965 3.960 0.02
H 2.350 -3.056 4.500 0.05
H 1.876 -2.323 6.097 0.09
H 1.374 1.132 4.206 0.12
H 2.242 0.130 2.980 0.08
H -1.285 0.806 3.883 0.16
H -1.454 -0.570 2.592 0.14
H -2.494 1.040 0.950 0.15
H -2.207 2.478 2.061 0.08
H -4.131 -1.681 1.849 0.05
H -5.377 -1.076 3.103 0.04
H -5.850 -1.130 1.314 0.08
H 1.652 2.410 2.506 0.16
H -0.742 2.924 0.459 0.10
H 0.540 4.097 0.988 0.15
H 1.622 0.595 -0.940 0.17
H 3.276 2.177 1.083 0.13
H 3.529 0.344 1.215 0.10
H 5.164 1.310 -0.434 0.12
H 3.972 0.341 -1.428 0.07
H 2.951 2.250 -2.163 0.00
H 3.532 3.244 -0.993 0.07
H -0.421 0.427 0.361 0.17
H -0.028 -1.865 1.662 0.07
H 0.251 -1.669 -0.111 0.13
H 2.763 -1.669 1.862 0.04
H 3.982 -1.743 -0.069 0.02
H 2.490 -1.504 -1.174 0.05
H 3.086 -3.212 -0.617 0.01
C 5.909 -2.494 -2.749 -0.95
Cl 4.180 -2.859 -2.895 0.58
Cl 6.305 -1.805 -1.170 0.55
H 6.474 -3.415 -2.880 0.04
H 6.183 -1.781 -3.521 -0.02
C -4.970 0.709 5.767 -1.03
Cl -4.474 1.226 7.382 0.52
Cl -4.583 -0.997 5.493 0.55
H -6.045 0.848 5.666 0.03
H -4.448 1.312 5.027 0.00
C -3.752 4.873 2.370 -1.07
Cl -2.456 5.078 1.181 0.56
Cl -3.852 6.264 3.455 0.56
H -4.695 4.768 1.845 -0.03
H -3.555 3.979 2.958 0.00
C -8.601 2.293 0.842 -1.06
Cl -9.493 0.913 1.486 0.51
Cl -9.445 3.812 1.161 0.51
H -7.622 2.330 1.313 -0.05
H -8.489 2.171 -0.234 0.01
C 4.735 0.755 -5.877 -1.04
Cl 5.986 -0.485 -6.022 0.51
Cl 4.506 1.248 -4.190 0.56
H 5.030 1.621 -6.458 -0.06
H 3.796 0.357 -6.259 0.03
C -6.563 -0.211 -1.744 -1.01
Cl -5.811 -1.799 -1.540 0.55
Cl -8.241 -0.365 -2.278 0.53
H -6.539 0.313 -0.790 -0.01
H -6.006 0.353 -2.490 0.03
C 4.668 1.249 -10.018 -0.98
Cl 3.922 -0.335 -9.772 0.54
Cl 5.782 1.638 -8.702 0.57
H 5.219 1.240 -10.956 0.03
H 3.887 2.005 -10.056 0.03
C -7.112 4.969 4.415 -0.97
Cl -7.172 4.143 5.976 0.53
Cl -6.488 3.901 3.151 0.59
H -8.117 5.287 4.143 0.03
H -6.460 5.836 4.497 0.00
C -4.159 -4.598 -0.097 -1.03
Cl -4.890 -6.178 0.198 0.53
Cl -3.090 -4.129 1.234 0.51
H -3.580 -4.642 -1.017 0.03
H -4.949 -3.854 -0.192 -0.04
C 5.639 -4.733 2.539 -0.99
Cl 5.194 -3.052 2.866 0.55
Cl 5.603 -5.077 0.806 0.51
H 6.644 -4.911 2.914 0.03
H 4.933 -5.389 3.044 0.03
C 1.107 -4.787 -3.318 -1.03
Cl 0.106 -6.093 -2.676 0.52
Cl 0.354 -3.209 -3.044 0.49
H 2.075 -4.807 -2.821 -0.01
H 1.238 -4.934 -4.388 0.03
C -0.531 2.800 -2.759 -1.03
Cl -2.160 2.248 -3.166 0.51
Cl 0.645 2.281 -3.972 0.54
H -0.528 3.887 -2.708 0.04
H -0.248 2.385 -1.795 -0.02
C 5.042 -3.952 -10.003 -1.04
Cl 3.812 -5.217 -9.901 0.50
Cl 6.374 -4.264 -8.883 0.50
H 5.434 -3.920 -11.017 0.03
H 4.588 -2.995 -9.752 -0.04
```

Calculated values
HOMO-LUMO gap = 8.3 eV
Energy = -16616.34151 a.u.
Total charge = +1
LUMO = -3.372 eV
HOMO = -11.629 eV
Molecular weight = 1561.54 Da



3.
ORCA calculation (ωB97M-V/def2-TZVPD) on C29H57Cl3N2O3PSiY as an isolated structure at a distorted geometry.

```
97
Properties=species:S:1:pos:R:3:lowdin_charge:R:1
C 1.550 -1.397 -5.077 -0.05
C 1.190 0.011 -4.679 -0.25
H 1.783 -1.497 -6.146 0.07
H 0.704 -2.068 -4.833 0.08
H 2.418 -1.744 -4.490 0.08
C 0.538 0.865 -5.474 -0.15
C 0.151 0.543 -6.866 -0.13
H 0.253 1.848 -5.099 0.09
H -0.185 -0.497 -6.961 0.07
H 0.982 0.693 -7.568 0.07
H -0.665 1.192 -7.188 0.06
Y -0.303 -1.399 0.770 0.70
Cl 2.304 -1.349 0.845 -0.02
Cl -1.733 -3.373 1.497 0.09
C 0.928 1.925 0.813 -0.25
O 0.101 0.967 0.784 -0.19
N 0.575 3.207 0.965 -0.15
C -0.816 3.643 0.968 -0.02
C 1.579 4.254 1.149 -0.04
H 2.017 1.751 0.734 0.14
H -1.479 2.788 0.872 0.07
H -0.996 4.329 0.136 0.08
H -1.029 4.173 1.902 0.09
H 2.577 3.806 1.065 0.10
H 1.472 4.720 2.143 0.09
H 1.472 5.037 0.381 0.08
H -1.393 -1.183 -3.638 0.08
H -2.644 1.509 -4.344 0.09
C -2.430 -1.190 -3.278 -0.04
C -3.391 1.081 -3.654 -0.03
N -2.773 0.121 -2.736 -0.16
H -2.517 -1.942 -2.492 0.07
C -2.499 0.392 -1.449 -0.26
O -1.951 -0.448 -0.681 -0.19
H -3.855 1.900 -3.091 0.09
H -2.789 1.406 -1.104 0.15
H -3.111 -1.415 -4.102 0.09
H -4.152 0.568 -4.260 0.09
O 0.691 -0.602 -2.746 -0.34
C 1.470 0.336 -3.215 -0.50
C -0.114 2.256 -2.688 -0.05
C 1.187 1.757 -2.725 -0.15
H -0.947 1.567 -2.847 0.08
C -0.327 3.620 -2.498 -0.11
H 2.532 0.079 -3.024 0.13
C 2.265 2.575 -2.439 -0.04
H -1.352 4.009 -2.509 0.10
C 0.767 4.474 -2.341 -0.13
C 2.068 3.945 -2.300 -0.10
H 3.264 2.121 -2.375 0.12
H 0.608 5.551 -2.265 0.10
H 2.929 4.605 -2.175 0.10
Si 0.559 -4.754 -1.212 0.29
Cl -0.067 -2.659 -1.408 0.45
C -1.065 -5.565 -0.704 -0.27
C 1.844 -4.767 0.125 -0.22
C 1.124 -5.704 -2.707 -0.20
H -1.949 -4.934 -0.874 0.00
H -1.031 -5.817 0.364 0.00
H -1.183 -6.486 -1.293 0.03
H 0.345 -5.771 -3.477 0.04
H 1.320 -6.723 -2.330 0.05
H 2.043 -5.324 -3.164 0.03
H 2.405 -3.828 0.222 -0.04
H 2.542 -5.582 -0.117 0.04
H 1.362 -4.978 1.089 0.02
C 1.256 -3.314 3.708 -0.13
C -0.071 -2.770 4.255 -0.56
C -0.070 -2.793 5.778 -0.12
P -0.513 -1.163 3.454 0.94
C -2.346 -0.838 3.551 -0.56
C -2.951 -1.240 4.887 -0.11
C -2.679 0.592 3.108 -0.10
C 0.374 0.217 4.265 -0.55
C -0.116 0.516 5.674 -0.11
C 1.891 0.011 4.199 -0.12
H 2.119 -2.827 4.180 0.07
H 1.363 -3.185 2.623 -0.01
H 1.307 -4.391 3.923 0.09
H -0.877 -3.429 3.891 0.05
H 0.795 -2.267 6.200 0.07
H -0.993 -2.406 6.221 0.06
H 0.014 -3.844 6.088 0.09
H -2.747 -1.534 2.791 0.03
H -2.508 -0.699 5.731 0.06
H -4.024 -1.008 4.875 0.08
H -2.857 -2.318 5.057 0.08
H -2.429 0.764 2.050 0.05
H -3.759 0.767 3.217 0.09
H -2.152 1.343 3.712 0.07
H 0.129 1.086 3.629 0.09
H -0.064 -0.360 6.329 0.06
H 0.537 1.285 6.103 0.08
H -1.136 0.915 5.688 0.06
H 2.228 -0.246 3.183 0.00
H 2.380 0.952 4.489 0.08
H 2.228 -0.771 4.893 0.07
```

Calculated values
HOMO-LUMO gap = 6.0 eV
Energy = -3524.38225 a.u.
Total charge = 0
LUMO = 0.287 eV
HOMO = -5.702 eV
Energy relative to the best compared isomer or geometry (same formula, charge and spin) = 89.1 kcal/mol
Molecular weight = 736.11 Da



4.
ORCA calculation (ωB97M-V/def2-TZVPD) on a 6-piece molecular cluster, C29H57FIO16 overall at a distorted geometry.

```
104
Properties=species:S:1:pos:R:3:lowdin_charge:R:1
C -6.513 5.328 2.416 -0.14
O -5.270 5.584 3.154 -0.25
C -4.568 6.787 2.688 -0.23
C -3.167 6.418 1.855 -0.18
C -2.733 7.594 0.798 -0.22
C -3.456 7.513 -0.671 -0.22
C -4.547 6.300 -0.844 -0.22
C -3.856 4.841 -1.271 -0.21
C -3.894 4.659 -2.930 -0.22
C -3.879 3.037 -3.230 -0.24
C -2.475 2.535 -3.980 -0.23
C -2.357 0.903 -3.659 -0.29
F -2.446 0.272 -5.011 -0.23
C -0.928 0.571 -2.917 -0.23
C -0.007 -0.557 -3.670 -0.30
C 1.578 -0.281 -3.216 -0.62
I 2.730 0.106 -5.087 0.55
H -7.338 5.034 3.226 0.10
H -6.363 4.393 1.728 0.10
H -6.935 6.235 1.811 0.09
H -4.218 7.367 3.671 0.13
H -5.220 7.548 2.085 0.12
H -2.323 6.396 2.699 0.11
H -3.181 5.330 1.403 0.11
H -2.973 8.674 1.236 0.11
H -1.557 7.567 0.600 0.11
H -4.038 8.537 -0.844 0.11
H -2.626 7.371 -1.500 0.11
H -5.293 6.191 0.061 0.08
H -5.226 6.593 -1.780 0.10
H -2.772 4.711 -0.831 0.12
H -4.619 4.021 -0.861 0.11
H -3.022 5.239 -3.459 0.10
H -4.950 5.057 -3.301 0.10
H -4.759 2.688 -3.948 0.11
H -3.933 2.447 -2.217 0.08
H -2.600 2.706 -5.149 0.10
H -1.539 3.144 -3.629 0.07
H -0.335 1.572 -2.712 0.08
H -1.197 0.131 -1.850 0.09
H -0.005 -0.498 -4.840 0.05
H -0.368 -1.646 -3.359 0.12
H 1.676 0.711 -2.592 0.04
H 2.045 -1.226 -2.666 0.05
C 0.457 2.900 2.598 -0.05
O 1.193 1.679 2.654 -0.02
C 0.934 0.824 1.633 -0.56
O 0.153 1.019 0.715 0.11
O 1.695 -0.285 1.810 -0.02
C 1.525 -1.280 0.802 -0.04
H 0.742 3.507 3.462 0.09
H 0.704 3.458 1.689 0.10
H -0.619 2.705 2.654 0.10
H 1.815 -0.890 -0.178 0.08
H 0.492 -1.642 0.787 0.10
H 2.181 -2.122 1.045 0.09
C -5.010 -4.965 -0.367 -0.07
O -5.506 -4.175 -1.446 -0.02
C -4.570 -3.392 -2.040 -0.57
O -3.391 -3.323 -1.730 0.10
O -5.173 -2.701 -3.040 -0.02
C -4.302 -1.830 -3.759 -0.07
H -5.843 -5.550 0.034 0.09
H -4.240 -5.659 -0.718 0.09
H -4.622 -4.326 0.433 0.10
H -3.503 -2.398 -4.247 0.09
H -3.886 -1.066 -3.095 0.06
H -4.889 -1.329 -4.534 0.09
C 1.394 -0.311 6.018 -0.04
O 0.707 -0.055 7.241 -0.01
C 0.369 1.246 7.429 -0.56
O 0.602 2.166 6.661 0.11
O -0.273 1.346 8.621 -0.01
C -0.690 2.668 8.954 -0.06
H 1.615 -1.381 5.972 0.09
H 0.765 -0.052 5.160 0.10
H 2.341 0.238 5.984 0.10
H -1.403 3.046 8.214 0.10
H 0.174 3.336 9.038 0.10
H -1.191 2.630 9.925 0.09
C 5.798 -3.502 -2.933 -0.04
O 6.119 -4.507 -1.974 -0.02
C 5.309 -4.520 -0.886 -0.55
O 4.369 -3.766 -0.682 0.11
O 5.724 -5.516 -0.063 -0.05
C 4.957 -5.648 1.132 -0.04
H 6.509 -3.584 -3.760 0.10
H 4.789 -3.656 -3.330 0.10
H 5.894 -2.504 -2.494 0.10
H 3.915 -5.888 0.898 0.10
H 5.020 -4.736 1.734 0.10
H 5.377 -6.473 1.714 0.09
C 8.262 -6.893 -0.803 -0.05
O 8.997 -8.114 -0.747 -0.01
C 8.739 -8.969 -1.768 -0.56
O 7.958 -8.774 -2.686 0.11
O 9.499 -10.078 -1.591 -0.01
C 9.330 -11.073 -2.599 -0.06
H 8.547 -6.286 0.061 0.10
H 8.509 -6.335 -1.712 0.10
H 7.186 -7.087 -0.747 0.09
H 9.620 -10.682 -3.579 0.10
H 8.297 -11.435 -2.614 0.10
H 9.985 -11.915 -2.356 0.09
```

Calculated values
HOMO-LUMO gap = 3.7 eV
Energy = -2740.30327 a.u.
Total charge = -1
LUMO = 1.825 eV
HOMO = -1.872 eV
Molecular weight = 807.66 Da